This record from the Open Molecules 2025 dataset describes a 2-piece molecular cluster, C6H9N3O2 overall in a non-equilibrium geometry. The level of theory is the ωB97M-V functional and the def2-TZVPD basis.

Element x y z (Å)
C (3.04, -0.10, 0.51)
C (1.86, 0.59, 0.52)
C (1.66, -1.51, -0.11)
C (-1.08, 1.24, -0.10)
C (-1.17, -1.19, -0.68)
C (-0.41, -0.10, -0.13)
N (2.89, -1.37, 0.05)
N (0.98, -0.33, 0.00)
N (-0.72, -0.53, 2.20)
O (-1.73, -1.15, 2.54)
O (0.16, 0.00, 2.87)
H (4.02, 0.32, 0.73)
H (1.47, 1.64, 0.54)
H (1.08, -2.26, -0.64)
H (-2.13, 1.09, -0.06)
H (-0.67, 1.78, -0.95)
H (-0.84, 1.81, 0.91)
H (-1.24, -1.06, -1.84)
H (-0.78, -2.18, -0.59)
H (-2.22, -1.28, -0.30)

## Properties
Kohn-Sham gap (alpha / beta): 7.25 / 6.91 eV
Relative energy (zero: lowest compared OMol25 entry of this formula, charge and spin): 6.364 eV
F_max: 4.97 eV/A

Population analysis type natural (NBO), resulting atomic charges in e: -0.08, -0.06, 0.20, -0.69, -0.72, 0.46, -0.41, -0.41, 0.40, -0.42, -0.41, 0.21, 0.23, 0.19, 0.25, 0.24, 0.27, 0.24, 0.24, 0.27